{"formula": "C13H46BNO23", "method": "ωB97M-V with the def2-TZVPD basis set", "elements": ["C", "C", "C", "C", "C", "C", "N", "O", "C", "C", "C", "H", "H", "H", "H", "H", "H", "H", "H", "H", "H", "H", "H", "H", "H", "H", "H", "H", "H", "O", "C", "O", "B", "O", "C", "O", "O", "C", "O", "C", "O", "O", "O", "H", "H", "O", "H", "H", "O", "H", "H", "O", "H", "H", "O", "H", "H", "O", "H", "H", "O", "H", "H", "O", "H", "H", "O", "H", "H", "O", "H", "H", "O", "H", "H", "O", "H", "H", "O", "H", "H", "O", "H", "H"], "coordinates": [[9.5392, 14.2864, -1.4241], [10.1490, 15.7126, -1.5387], [11.5867, 15.6295, -0.8959], [12.5593, 16.7693, -1.1967], [12.6679, 16.8477, -2.7062], [11.2837, 16.9830, -3.4265], [10.2368, 16.0801, -2.9602], [8.9869, 16.2869, -3.6351], [11.6333, 16.7191, -4.8925], [10.9516, 18.4908, -3.3951], [9.3896, 16.7655, -0.7229], [8.5645, 14.0868, -1.8709], [9.5430, 13.8453, -0.4235], [10.1687, 13.6249, -2.0281], [12.0455, 14.6530, -1.0647], [11.3881, 15.6960, 0.1793], [13.5385, 16.5934, -0.7437], [12.1994, 17.7004, -0.7523], [13.0871, 15.8810, -3.0026], [13.3300, 17.6989, -2.8814], [10.7961, 16.8941, -5.5701], [11.9603, 15.6946, -5.0876], [12.4502, 17.3702, -5.2133], [11.7063, 19.1329, -3.8614], [10.9816, 18.9820, -2.4177], [9.9794, 18.5812, -3.8810], [8.3923, 16.9867, -1.1100], [9.9639, 17.6939, -0.7387], [9.1412, 16.5902, 0.3308], [19.6703, 17.0107, -6.3138], [18.5086, 17.0391, -5.9930], [17.7705, 18.1394, -5.8835], [16.4332, 17.8011, -5.3663], [16.5163, 16.3462, -5.0554], [17.6866, 15.8724, -5.4339], [18.1000, 14.7347, -5.2889], [16.2806, 18.5912, -4.1047], [15.2126, 19.3442, -4.1635], [14.8015, 20.0836, -3.2947], [14.6246, 19.1999, -5.5597], [15.3527, 18.2947, -6.2291], [13.6441, 19.7731, -5.9325], [18.1175, 20.9758, -3.6295], [17.5420, 20.4064, -4.1504], [18.7225, 21.3612, -4.2697], [13.9231, 22.3305, -6.9086], [14.4596, 22.8795, -6.3301], [14.0311, 21.4362, -6.5548], [11.3718, 21.6802, -3.1824], [11.7677, 22.2969, -2.5614], [12.0671, 21.0373, -3.3613], [14.6660, 13.6446, -5.5898], [15.3920, 14.0820, -5.1327], [14.0159, 13.4706, -4.9025], [22.5123, 17.7485, -4.3078], [21.5540, 17.8200, -4.2625], [22.7609, 17.3404, -3.4744], [10.4892, 19.9631, -6.6351], [11.0164, 20.1171, -5.8449], [10.0100, 19.1498, -6.4484], [14.0844, 17.7632, -9.1890], [13.4353, 18.4191, -8.9154], [14.1673, 17.1782, -8.4301], [15.0106, 23.0405, -4.1707], [15.5923, 22.4638, -4.6726], [14.8673, 22.5700, -3.3438], [18.0475, 12.1360, -3.7703], [17.3914, 11.6454, -4.2721], [18.0010, 13.0317, -4.1271], [21.2053, 14.7956, -5.2792], [20.4674, 14.1836, -5.2135], [20.8704, 15.5228, -5.8196], [19.8853, 16.1301, -9.4788], [20.4781, 16.6263, -8.8963], [20.4676, 15.5592, -9.9848], [16.6575, 16.4422, -1.9535], [16.0939, 16.6835, -2.6970], [16.1550, 15.7787, -1.4719], [19.4603, 16.6068, -2.5400], [18.5072, 16.4452, -2.5847], [19.5395, 17.5636, -2.5934], [21.6494, 17.8343, -7.9662], [22.4463, 18.2310, -7.6051], [20.9360, 18.1645, -7.4047]], "e_above_lowest_kcal_mol": 0.00, "molar_mass_g_mol": 595.31, "homo_lumo_gap_ev": 3.877, "homo_ev": -0.33, "total_charge": -2}